(1)
{
  "formula": "C4H11N3",
  "method": "ωB97M-V with the def2-TZVPD basis set",
  "multiplicity": 2,
  "s2": 0.750,
  "gap_ev": [2.87, 9.17],
  "total_charge": -1,
  "e_above_lowest_kcal_mol": 0.7,
  "max_force_ev_per_a": 1.6,
  "elements": ["N", "N", "N", "C", "C", "C", "C", "H", "H", "H", "H", "H", "H", "H", "H", "H", "H", "H"],
  "xyz": [[2.235, 1.454, -1.173], [1.404, 2.074, 0.964], [0.274, 0.509, -0.442], [1.343, 1.367, -0.258], [-1.476, -1.092, 0.236], [-0.981, -2.109, -0.786], [-0.489, 0.001, 0.680], [-1.744, -2.881, -0.941], [0.022, -0.361, 1.579], [2.994, 2.022, -0.807], [-0.846, -1.634, -1.761], [0.568, -0.191, -1.107], [-0.071, -2.623, -0.479], [0.735, 1.681, 1.610], [-1.936, -1.576, 1.095], [1.400, 3.073, 0.834], [-1.136, 0.832, 1.007], [-2.295, -0.546, -0.252]],
  "forces_ev_per_a": [[0.1, 0.1, -0.1], [-0.1, -1.2, -0.8], [0.9, -0.4, 0.2], [0.3, 0.2, 0.4], [-0.3, 0.8, -0.7], [-0.3, -0.2, 0.1], [-1.6, -0.1, 0.1], [0.0, 0.0, 0.0], [0.7, 0.1, -0.3], [0.0, 0.1, -0.1], [0.2, -0.1, 0.0], [-0.2, 0.0, 0.0], [0.2, 0.1, 0.0], [-0.1, 0.8, 0.4], [0.3, 0.0, 0.2], [-0.2, 0.1, 0.3], [0.2, -0.1, 0.3], [0.0, -0.2, 0.0]]
}

(2)
{
  "formula": "C12H30N2O16PdS3",
  "method": "ωB97M-V with the def2-TZVPD basis set",
  "multiplicity": 3,
  "s2": 2.006,
  "gap_ev": [1.70, 1.68],
  "total_charge": -4,
  "max_force_ev_per_a": 9.5,
  "elements": ["Pd", "S", "S", "S", "O", "O", "O", "O", "O", "O", "O", "O", "O", "O", "O", "O", "O", "O", "O", "O", "N", "N", "C", "C", "C", "C", "C", "C", "C", "C", "C", "C", "C", "C", "H", "H", "H", "H", "H", "H", "H", "H", "H", "H", "H", "H", "H", "H", "H", "H", "H", "H", "H", "H", "H", "H", "H", "H", "H", "H", "H", "H", "H", "H"],
  "xyz": [[-1.420, 0.472, 0.242], [-1.558, 1.652, -2.827], [-3.575, 2.081, 0.586], [-2.226, -2.049, -1.863], [-1.939, -3.381, -1.715], [-0.813, 0.923, -1.746], [-4.402, 3.066, -0.038], [-1.259, 3.036, -2.796], [-3.675, -1.798, -1.926], [-3.544, 0.838, -0.103], [2.200, 2.380, -2.565], [-1.625, -1.529, -3.090], [-2.978, 1.424, -2.540], [-2.207, 2.475, 0.454], [-4.053, 1.749, 1.962], [-1.157, -2.015, 4.721], [0.447, 1.169, 1.138], [2.269, -2.433, -0.176], [-1.765, -1.316, -0.698], [-1.321, 1.123, -4.168], [1.502, -0.354, -3.100], [-1.755, 0.154, 2.460], [1.850, -1.552, -2.337], [2.756, 0.286, -3.457], [-0.639, 0.686, 3.223], [-2.430, -1.097, 2.907], [-1.554, -2.188, 3.371], [0.207, 1.687, 2.358], [1.252, -3.366, 0.181], [-0.029, -2.625, 5.222], [2.275, 3.764, -2.400], [2.475, 1.787, -3.825], [1.821, -1.310, -0.851], [1.682, 1.584, 0.536], [-2.481, 0.821, 2.680], [1.742, 1.777, -4.631], [3.417, 2.109, -4.270], [1.139, -2.366, -2.476], [1.461, 4.239, -2.948], [1.998, 2.620, 0.661], [-0.784, -2.281, 2.605], [-2.896, -1.511, 2.013], [3.372, 0.266, -2.558], [0.945, 0.179, -2.447], [1.662, -4.338, 0.454], [-2.011, -3.176, 3.313], [3.239, 3.971, -2.864], [0.874, -0.960, -0.442], [2.176, 4.136, -1.381], [-3.356, -0.954, 3.464], [0.018, -2.935, 6.266], [3.243, -0.269, -4.260], [-0.376, 2.599, 2.230], [1.562, 1.466, -0.541], [0.104, -3.533, 4.634], [2.476, 0.916, 0.868], [1.023, 1.949, 3.032], [0.737, -2.939, 1.041], [0.125, -0.079, 3.361], [-0.923, 1.127, 4.178], [0.599, -3.613, -0.657], [0.748, -1.949, 4.866], [2.585, -0.550, -0.681], [2.773, -2.042, -2.647]],
  "forces_ev_per_a": [[-1.6, 0.2, -2.1], [-5.5, -3.0, -1.2], [-3.5, 0.0, 0.0], [-4.1, 7.1, -4.5], [2.2, -9.1, 1.6], [2.7, -0.2, 0.6], [-1.6, 1.6, 0.0], [2.2, 4.7, 0.5], [-1.1, -0.9, 0.2], [-1.2, -4.4, -1.4], [-0.5, -0.9, 0.4], [1.1, -0.3, -0.2], [0.2, 0.6, -0.1], [5.0, 3.2, 2.1], [0.4, 1.0, 1.8], [-1.6, 1.1, 1.7], [3.2, -0.1, -0.9], [1.0, -2.1, 1.2], [2.3, -0.4, 3.6], [2.1, -0.3, -1.0], [1.5, -1.6, -0.3], [-0.4, -0.4, 1.6], [-2.0, -1.0, -0.2], [-1.8, 1.4, 0.6], [1.5, -0.6, -1.3], [-0.6, -0.1, -1.3], [0.3, -1.1, -0.1], [-2.8, 1.2, 2.7], [0.0, 0.4, -0.4], [0.8, -0.4, -2.7], [-0.3, -0.2, -1.8], [1.0, -2.0, 0.7], [0.9, 1.0, -0.5], [-0.3, -0.6, -0.8], [-1.0, 0.9, -1.2], [-0.9, 0.6, 0.6], [0.5, 0.9, 0.1], [-0.7, 0.2, -0.5], [-0.1, 0.2, -0.2], [-0.5, 0.3, 0.6], [1.0, 0.3, 0.4], [0.3, 0.1, -0.7], [1.0, 0.3, 0.0], [-1.0, 0.9, -0.4], [0.7, 0.1, 0.3], [-0.7, -0.1, -0.1], [0.4, 1.2, 0.2], [-0.4, 0.0, -0.5], [0.2, -0.7, 0.2], [0.3, 0.5, 0.9], [-0.5, 0.7, 0.2], [0.1, 0.0, -0.3], [-0.2, 0.4, -0.1], [-0.2, -0.1, 0.0], [0.4, -0.6, 0.1], [0.2, 0.0, 0.2], [1.0, -0.2, -0.4], [-0.6, -0.2, -0.1], [-0.2, -0.6, 0.5], [0.1, 0.2, 0.2], [-0.6, 0.6, 0.1], [1.1, -0.2, 0.9], [0.0, 0.2, 0.4], [0.7, 0.5, 0.1]]
}

(3)
{
  "formula": "S2",
  "method": "ωB97M-V with the def2-TZVPD basis set",
  "multiplicity": 1,
  "gap_ev": 4.66,
  "e_above_lowest_kcal_mol": 145.3,
  "max_force_ev_per_a": 3.7,
  "elements": ["S", "S"],
  "xyz": [[0.000, 0.000, 1.607], [0.000, 0.000, -1.607]],
  "forces_ev_per_a": [[0.0, 0.0, -3.7], [0.0, 0.0, 3.7]]
}

(4)
{
  "formula": "C4H6OS",
  "method": "ωB97M-V with the def2-TZVPD basis set",
  "multiplicity": 1,
  "gap_ev": [7.77, 7.77],
  "e_above_lowest_kcal_mol": 90.7,
  "max_force_ev_per_a": 3.4,
  "elements": ["S", "O", "C", "C", "C", "C", "H", "H", "H", "H", "H", "H"],
  "xyz": [[-2.190, 1.438, 1.235], [0.336, 1.303, 2.296], [-1.784, 1.428, -0.361], [-0.350, -0.326, 0.570], [1.000, -0.976, 0.472], [-0.372, 0.668, 1.568], [-2.589, 1.041, -1.064], [-1.052, 2.116, -0.701], [-1.229, -0.886, 0.649], [1.248, -1.736, 1.294], [1.699, -0.164, 0.494], [0.945, -1.416, -0.660]],
  "forces_ev_per_a": [[-0.9, -0.1, 1.7], [0.1, -1.4, -0.9], [-1.1, -1.7, -0.7], [1.3, 0.6, 0.7], [-0.9, -1.8, -2.4], [-0.6, 3.3, 0.9], [1.4, 0.6, 0.6], [0.8, 0.1, -0.5], [-1.2, -0.9, -0.8], [-0.4, 0.8, -1.4], [0.8, 0.1, 0.0], [0.8, 0.5, 2.9]]
}

(5)
{
  "formula": "C5H14",
  "method": "ωB97M-V with the def2-TZVPD basis set",
  "multiplicity": 2,
  "s2": 0.750,
  "gap_ev": [2.57, 10.70],
  "total_charge": -1,
  "e_above_lowest_kcal_mol": 47.4,
  "max_force_ev_per_a": 5.2,
  "elements": ["C", "C", "C", "C", "C", "H", "H", "H", "H", "H", "H", "H", "H", "H", "H", "H", "H", "H", "H"],
  "xyz": [[1.030, 0.083, -1.144], [-0.287, 0.727, -0.945], [-0.152, -0.703, 2.377], [-1.650, -0.497, 1.852], [1.457, 0.340, -2.602], [0.591, 0.088, 1.942], [-2.239, -1.375, 2.310], [-0.202, 1.707, -0.492], [-0.159, -0.475, 3.409], [-0.939, 0.155, -0.111], [0.198, -1.773, 2.225], [1.710, 0.497, -0.353], [0.906, -1.000, -0.656], [-1.735, -0.402, 0.729], [-1.110, 0.838, -1.831], [2.082, -0.428, -3.075], [1.880, 1.340, -2.697], [-1.912, 0.412, 2.250], [0.531, 0.465, -3.190]],
  "forces_ev_per_a": [[0.4, -2.0, 1.4], [-5.0, -0.1, 1.3], [0.1, 0.2, -2.4], [1.7, -3.4, -0.2], [-0.5, -0.3, 0.0], [-1.2, -1.5, 0.4], [0.5, 1.5, -1.0], [0.0, 0.5, -0.2], [0.0, 0.0, 1.3], [2.2, 1.7, -2.7], [-0.2, 1.4, 0.0], [-0.2, 0.0, -1.0], [0.6, 1.7, -2.0], [-0.5, -1.0, 2.0], [2.4, -0.4, 1.6], [0.1, 0.3, 0.2], [0.5, -0.1, 0.2], [-1.2, 2.2, 1.0], [0.4, -0.6, 0.1]]
}

(6)
{
  "formula": "C13H39Co2FN13O30P",
  "method": "ωB97M-V with the def2-TZVPD basis set",
  "multiplicity": 7,
  "s2": 12.011,
  "gap_ev": [7.59, 7.52],
  "e_above_lowest_kcal_mol": 0.0,
  "max_force_ev_per_a": 4.4,
  "elements": ["Co", "Co", "P", "F", "O", "O", "O", "O", "O", "O", "O", "O", "O", "O", "O", "O", "O", "O", "O", "O", "O", "O", "O", "O", "O", "O", "O", "O", "O", "O", "O", "O", "O", "O", "N", "N", "N", "N", "N", "N", "N", "N", "N", "N", "N", "N", "N", "C", "C", "C", "C", "C", "C", "C", "C", "C", "C", "C", "C", "C", "H", "H", "H", "H", "H", "H", "H", "H", "H", "H", "H", "H", "H", "H", "H", "H", "H", "H", "H", "H", "H", "H", "H", "H", "H", "H", "H", "H", "H", "H", "H", "H", "H", "H", "H", "H", "H", "H", "H"],
  "xyz": [[0.910, 0.329, -1.529], [-1.372, 1.200, 1.617], [-0.042, -0.614, 0.277], [-2.237, 3.014, 1.829], [3.073, 0.986, -1.830], [-3.360, -4.894, 2.329], [-2.515, 2.007, -1.501], [-5.046, -1.039, 1.599], [-1.848, 0.420, 3.920], [0.362, 1.898, 2.769], [-0.871, -0.701, 1.606], [0.031, 0.413, -3.570], [0.351, -3.912, -3.298], [0.715, 4.557, -0.851], [-3.360, 0.311, 1.233], [-0.246, -0.348, 5.160], [2.238, -1.253, -2.545], [2.082, 1.712, 4.045], [0.328, -5.704, 0.258], [-0.106, 4.128, 5.542], [2.465, -5.533, 0.496], [1.491, -0.431, 0.205], [-0.477, -0.993, -1.147], [-0.274, 0.894, 0.043], [-0.525, 0.550, -5.653], [-1.415, -4.063, 2.621], [1.021, 2.734, -1.978], [3.694, -2.200, 2.040], [3.806, -0.639, 3.611], [4.189, -2.266, -2.514], [4.787, 2.237, -1.986], [-2.226, 3.357, -3.165], [-2.017, 4.860, 4.981], [-0.783, -2.546, -4.486], [3.155, -1.901, -3.075], [-0.833, 0.447, -4.480], [-2.390, -4.274, 1.929], [1.374, -5.064, 0.255], [3.237, -1.546, 2.991], [-4.501, -0.106, 1.024], [1.571, 1.893, 2.939], [-0.866, 4.657, 4.712], [-0.682, -3.342, -3.595], [-2.454, 3.112, -2.008], [4.238, 1.249, -1.594], [-1.324, -0.458, 4.601], [1.290, 3.910, -1.770], [2.978, -2.227, -4.559], [5.001, 0.305, -0.718], [-2.028, -1.793, 4.692], [1.234, -3.670, -0.201], [-5.200, 0.490, -0.153], [2.514, 2.149, 1.798], [-2.499, -3.466, 0.657], [-2.615, 4.237, -1.085], [-0.318, 5.121, 3.368], [2.403, 4.492, -2.588], [-2.282, 0.243, -4.067], [-1.853, -3.780, -2.713], [1.831, -1.635, 3.340], [-2.375, -2.212, 3.748], [-1.972, -2.923, -2.050], [-1.580, -3.479, 0.071], [-2.869, -1.720, 5.381], [-1.396, -2.562, 5.138], [-2.587, -0.754, -4.387], [2.277, -3.052, -4.684], [2.001, 1.979, 0.851], [-4.526, 1.292, -0.453], [5.619, 0.874, -0.023], [0.341, 5.953, 3.617], [4.343, -0.389, -0.195], [3.329, 4.446, -2.015], [-1.864, 4.161, -0.299], [3.967, -2.582, -4.851], [3.412, 1.538, 1.882], [2.807, 3.194, 1.890], [0.997, -3.045, 0.660], [-6.189, 0.848, 0.133], [-2.717, -3.878, -3.369], [1.309, -0.788, 2.896], [0.444, -3.696, -0.952], [-2.204, 0.176, -2.982], [2.097, 5.511, -2.827], [1.861, -1.666, 4.429], [-1.619, -4.714, -2.201], [2.556, 4.013, -3.555], [1.541, -2.583, 2.886], [-3.637, 4.010, -0.781], [-5.320, -0.350, -0.838], [2.145, -3.279, -0.654], [-2.821, -2.454, 0.900], [-1.081, 5.485, 2.680], [-3.313, -3.886, 0.065], [-2.507, 5.092, -1.752], [2.816, -1.324, -5.148], [0.329, 4.370, 2.913], [-2.906, 1.072, -4.400], [5.487, -0.194, -1.556]],
  "forces_ev_per_a": [[0.8, 1.4, -1.7], [-1.2, 2.5, 0.8], [-1.1, 3.1, 1.9], [0.7, -1.2, -0.3], [0.0, 0.3, -0.4], [0.2, -0.1, -0.9], [-0.3, -0.2, -0.6], [0.7, 1.0, -0.2], [0.0, -0.6, 0.7], [0.4, 0.3, -0.2], [1.6, -3.2, -1.2], [-1.1, 0.4, -1.5], [0.5, 0.1, -0.2], [1.9, -0.9, -2.7], [-1.8, -0.8, 0.1], [-0.9, -0.1, -0.3], [1.5, -1.7, -0.9], [-0.6, 0.4, -1.8], [0.2, 0.1, 0.3], [-0.1, 0.7, -1.9], [-0.2, 0.4, 0.2], [1.6, -3.0, 1.4], [-1.1, -3.9, -0.3], [-1.1, 4.2, -0.6], [-0.7, 0.0, 1.3], [0.6, -0.3, -0.5], [0.1, 0.8, -0.4], [-0.4, 0.9, 1.8], [0.5, -1.4, -1.0], [-1.7, 0.6, -0.6], [0.6, 0.6, -0.5], [0.1, -0.3, -1.1], [-0.8, 0.5, -0.7], [-0.7, 0.5, -0.2], [-0.6, 0.6, 0.0], [1.2, -0.4, 0.2], [-0.5, 1.3, 0.8], [-0.1, -0.9, -0.6], [1.3, 1.8, -1.3], [0.5, -0.5, 0.0], [1.2, -0.7, 1.9], [0.9, -0.9, 1.2], [0.2, -1.8, 1.3], [1.1, -0.6, 1.2], [-1.1, 0.1, 1.9], [0.4, -0.3, -0.7], [-1.4, -0.6, 2.2], [1.6, -0.4, 0.3], [-0.3, -0.2, -0.8], [-0.3, -0.7, 0.7], [0.1, 0.6, -0.4], [0.2, 0.2, 0.4], [-0.2, 0.4, -0.4], [-0.7, -0.6, -0.6], [-0.4, 0.1, -0.8], [0.6, 0.4, 0.4], [-0.3, 1.1, -0.3], [0.9, -0.4, 0.9], [-0.1, 1.0, -1.0], [0.0, -1.6, 0.0], [0.2, 0.9, -0.2], [-0.1, -0.1, 0.2], [0.0, 0.0, 0.6], [-0.1, 0.5, -0.2], [0.5, 0.5, -0.1], [0.1, 0.3, -0.6], [-0.3, 0.5, 0.2], [-0.2, -0.1, 0.3], [-0.3, -0.2, -0.5], [0.2, -0.1, -0.5], [-0.1, 0.1, 0.2], [-0.2, 0.2, -0.3], [-0.3, 0.1, 0.1], [-0.4, -0.1, 0.1], [-0.1, -0.2, 0.0], [-0.4, -0.2, 0.4], [-0.1, 0.0, 0.1], [-0.1, -0.2, 0.0], [0.2, -0.1, 0.2], [0.0, 0.0, 0.1], [0.1, -0.2, 0.3], [0.1, 0.2, 0.4], [-0.2, 0.4, -0.1], [0.2, 0.1, 0.5], [-0.7, 0.2, -0.2], [0.3, 0.3, -0.2], [-0.4, -0.7, 0.5], [-0.7, 0.1, 0.3], [0.1, 0.9, 0.8], [0.2, 0.3, -0.2], [0.1, -0.3, 0.3], [0.5, 0.0, 0.5], [-0.2, -0.5, 0.5], [0.1, -0.3, 0.1], [-0.2, 0.3, 0.6], [-0.7, 0.0, 0.5], [-0.5, -0.2, 0.3], [0.3, -0.2, -0.1], [0.9, -0.5, 0.8]]
}

(7)
{
  "formula": "C5H4N2O",
  "method": "ωB97M-V with the def2-TZVPD basis set",
  "multiplicity": 1,
  "smiles": "O=c1nccccn1",
  "gap_ev": 8.40,
  "e_above_lowest_kcal_mol": 55.8,
  "max_force_ev_per_a": 6.5,
  "elements": ["O", "N", "N", "C", "C", "C", "C", "C", "H", "H", "H", "H"],
  "xyz": [[1.610, 1.120, -1.083], [-0.428, -0.048, -1.296], [1.310, -0.677, 0.085], [0.585, -0.761, 1.188], [-1.471, 0.201, -0.584], [-1.565, 0.207, 0.756], [-0.710, -0.412, 1.577], [0.833, 0.301, -0.810], [-2.756, 0.384, 1.015], [-1.024, -0.500, 2.696], [1.037, -1.405, 1.958], [-2.328, 0.418, -1.290]],
  "forces_ev_per_a": [[0.9, 3.4, -1.8], [1.1, 1.9, -1.2], [-2.1, -0.2, 2.3], [3.0, -2.6, -0.2], [0.1, 0.4, -5.6], [-5.6, 0.3, 3.2], [-1.2, 2.0, 2.7], [-0.7, -4.1, 1.6], [3.4, -0.2, 0.2], [0.8, -0.2, -2.2], [0.2, 0.2, -0.4], [0.2, -0.8, 1.4]]
}

(8)
{
  "formula": "C15H10FN3O2",
  "method": "ωB97M-V with the def2-TZVPD basis set",
  "multiplicity": 1,
  "smiles": "O=C(O)Cc1cc(-c2cccnc2)cc2nc(F)cnc12",
  "gap_ev": 8.31,
  "max_force_ev_per_a": 1.9,
  "elements": ["F", "O", "O", "N", "N", "N", "C", "C", "C", "C", "C", "C", "C", "C", "C", "C", "C", "C", "C", "C", "C", "H", "H", "H", "H", "H", "H", "H", "H", "H", "H"],
  "xyz": [[2.389, 4.577, -1.126], [3.712, -1.936, -1.205], [4.832, -1.049, 0.480], [2.936, 1.265, 0.096], [0.798, 3.028, -0.818], [-4.002, -2.460, -0.193], [-4.971, -1.563, -0.037], [-1.028, -0.077, -0.102], [-0.719, 1.211, -0.455], [0.614, 1.725, -0.428], [3.673, -1.543, -0.070], [-3.503, 0.332, 0.053], [2.051, 3.333, -0.738], [-4.814, -0.180, 0.081], [-2.440, -0.588, -0.097], [1.634, 0.852, -0.003], [3.128, 2.503, -0.277], [2.407, -1.508, 0.808], [0.044, -0.957, 0.302], [-2.779, -1.944, -0.199], [1.341, -0.508, 0.346], [-1.948, -2.654, -0.320], [4.143, 2.914, -0.261], [-6.001, -1.948, -0.028], [-5.651, 0.513, 0.192], [2.603, -1.338, 1.881], [1.960, -2.515, 0.741], [-1.524, 1.888, -0.759], [4.664, -0.796, 1.399], [-0.194, -1.986, 0.579], [-3.354, 1.408, 0.156]],
  "forces_ev_per_a": [[0.0, -0.4, 0.2], [-0.5, 0.1, 0.8], [-0.8, -0.6, 0.2], [-0.6, 0.9, -0.4], [1.5, -0.8, 0.5], [0.2, 0.8, 0.2], [-1.5, 0.2, -0.1], [0.5, -0.9, 0.3], [-0.3, 0.3, -0.1], [-1.7, -0.9, 0.1], [0.8, 0.6, -0.3], [-0.6, -1.0, -0.1], [0.0, 0.7, -0.2], [1.3, 0.3, 0.0], [-0.5, 1.1, 0.2], [0.5, -0.5, 0.2], [0.3, 0.0, -0.1], [-0.1, 0.0, 0.0], [-0.4, 0.8, -0.4], [1.3, -0.2, -0.2], [-0.3, -0.5, 0.0], [-0.5, 0.1, 0.0], [-0.4, -0.1, 0.0], [0.5, 0.0, 0.0], [0.2, -0.5, 0.0], [0.3, 0.0, -0.4], [0.2, 0.4, 0.0], [0.5, -0.1, 0.0], [0.0, 0.1, -0.2], [0.2, 0.4, -0.1], [0.1, -0.4, 0.0]]
}

| no. | total energy (eV) |
| --- | --- |
| 1 | -8795.4429 |
| 2 | -84639.2763 |
| 3 | -21662.6955 |
| 4 | -17124.1947 |
| 5 | -5408.4534 |
| 6 | -182135.7073 |
| 7 | -10274.3411 |
| 8 | -27000.3728 |